(1)
{
  "formula": "C6H10O2",
  "method": "ωB97M-V with the def2-TZVPD basis set",
  "species": ["C", "C", "C", "C", "C", "C", "O", "O", "H", "H", "H", "H", "H", "H", "H", "H", "H", "H"],
  "xyz": [[-1.75244, 0.21819, 0.55165], [-0.61855, -0.52160, 0.55695], [-0.51589, -1.86886, 1.00368], [0.63027, 0.27924, 0.18914], [0.62895, 1.85576, 0.06267], [1.10045, -0.24753, -1.18466], [1.78247, -1.21973, -1.33465], [0.50039, 0.36394, -2.15276], [-2.70876, -0.23287, 0.75814], [-1.72072, 1.25883, 0.32412], [-0.18715, -2.16815, 2.06079], [0.24580, -2.35069, 0.39700], [-1.49713, -2.34977, 0.84980], [1.42319, 0.20040, 0.88435], [0.24250, 2.26229, 0.96728], [0.02550, 2.42052, -0.67630], [1.65545, 2.05254, -0.13118], [0.76567, 0.04748, -3.12601]],
  "mulliken_charge": [-1.195, 0.620, -1.129, 0.553, -1.829, 0.472, -0.594, -0.444, 0.326, 0.262, 0.233, 0.314, 0.338, 0.380, 0.497, 0.338, 0.486, 0.373],
  "homo_lumo_gap_ha": 0.3619,
  "e_homo_ha": -0.339,
  "max_force_ha_per_bohr": 0.09852,
  "smiles": "C=C(C)[C@H](C)C(=O)O",
  "lumo_energy_ha": 0.0233
}

=====

(2)
{
  "formula": "CH2BrNO4",
  "method": "ωB97M-V with the def2-TZVPD basis set",
  "species": ["O", "N", "O", "C", "O", "O", "Br", "H", "H"],
  "xyz": [[0.36654, -1.70585, -0.82581], [0.27654, -1.01378, 0.16121], [0.35491, -1.32042, 1.33081], [-0.04349, 0.43732, -0.07269], [0.43919, 0.97384, -1.19546], [0.23562, 1.20915, 1.11919], [-2.04811, 0.45847, -0.30438], [0.08822, 0.43792, -2.03872], [0.33057, 0.52335, 1.82585]],
  "mulliken_charge": [-0.511, 0.982, -0.599, 0.354, -0.480, -0.468, -0.134, 0.455, 0.402],
  "homo_lumo_gap_ha": 0.3601,
  "e_homo_ha": -0.402,
  "max_force_ha_per_bohr": 0.07451,
  "smiles": "O=[N+]([O-])C(O)(O)Br",
  "lumo_energy_ha": -0.0416
}

=====

(3)
{
  "formula": "C45H59Br2FN9O2",
  "method": "ωB97M-V with the def2-TZVPD basis set",
  "species": ["C", "C", "C", "C", "N", "C", "N", "C", "C", "N", "C", "Br", "C", "C", "Br", "N", "C", "C", "C", "F", "C", "C", "C", "C", "C", "C", "O", "C", "O", "H", "H", "H", "H", "H", "H", "H", "H", "H", "H", "H", "H", "H", "H", "H", "H", "H", "H", "H", "H", "H", "H", "H", "H", "H", "H", "H", "H", "H", "H", "H", "H", "H", "H", "N", "C", "C", "C", "C", "C", "H", "H", "H", "H", "H", "N", "C", "C", "C", "C", "C", "H", "H", "H", "H", "H", "N", "C", "C", "C", "C", "C", "H", "H", "H", "H", "H", "N", "C", "C", "C", "C", "C", "H", "H", "H", "H", "H", "N", "C", "C", "C", "C", "C", "H", "H", "H", "H", "H"],
  "xyz": [[3.93123, 2.29328, 2.12319], [4.05813, 1.59418, 1.17309], [4.33132, 0.69578, -0.05642], [3.39201, 1.17235, -1.25679], [2.80236, 0.00166, -2.02024], [1.40309, 0.05784, -2.09386], [0.63569, -1.01396, -2.11022], [1.20507, -2.37510, -2.04526], [1.52785, -2.99615, -3.49777], [1.74676, -1.97001, -4.53084], [-0.82489, -0.93563, -2.19538], [-1.76843, -1.21718, -3.86232], [-1.48351, -0.68907, -1.03334], [-3.05202, -0.63285, -1.07852], [-0.61364, -0.43497, 0.67292], [0.69728, 1.31597, -2.21657], [1.49315, 2.45236, -1.68280], [2.17100, 3.35686, -2.78324], [3.06728, 4.48834, -2.13396], [4.43610, 4.09531, -2.08929], [0.46015, 3.37616, -0.89735], [-0.58290, 4.10127, -1.83176], [-2.04649, 4.15069, -1.26375], [-2.84260, 2.90245, -1.79836], [-4.26684, 2.71268, -1.16716], [-4.31199, 2.85458, 0.40595], [-3.12899, 2.36531, 1.04584], [-2.77269, 3.14036, 2.19617], [2.40755, 2.00322, -0.70803], [4.10884, 2.88017, 3.04170], [5.39032, 0.83851, -0.37236], [4.12668, -0.34940, 0.28552], [4.07324, 1.68540, -1.98634], [3.14499, -0.81370, -1.50508], [0.40695, -3.03359, -1.59988], [2.07900, -2.46757, -1.34544], [0.66755, -3.64616, -3.78972], [2.47135, -3.60237, -3.42625], [0.91168, -1.40050, -4.69366], [2.49945, -1.32598, -4.27462], [-3.44018, -0.31555, -0.08277], [-3.48959, -1.63056, -1.36138], [-3.31095, 0.10453, -1.88225], [0.48053, 1.47490, -3.20792], [1.46678, 3.78106, -3.53625], [2.90551, 2.72619, -3.36972], [2.77065, 4.73227, -1.08682], [3.01124, 5.43177, -2.72906], [-0.13364, 2.68901, -0.22302], [0.96853, 4.10301, -0.22134], [-0.63924, 3.52655, -2.80485], [-0.19361, 5.11883, -2.11984], [-2.53922, 5.05783, -1.72289], [-2.08902, 4.30312, -0.15917], [-2.98138, 3.06614, -2.90799], [-2.18542, 1.99932, -1.69202], [-4.93147, 3.52022, -1.58968], [-4.76038, 1.74539, -1.44626], [-5.16853, 2.21114, 0.76952], [-4.56552, 3.91991, 0.64659], [-1.66659, 3.11545, 2.39111], [-3.35140, 2.74936, 3.08212], [-3.04384, 4.22993, 2.11585], [-0.67644, 6.41324, 2.49251], [0.40212, 5.61854, 2.47036], [1.35016, 5.57718, 3.47969], [1.17861, 6.40663, 4.57614], [0.07332, 7.23871, 4.62247], [-0.81911, 7.20288, 3.56253], [0.49511, 4.98983, 1.59149], [2.20133, 4.91253, 3.40863], [1.89899, 6.40413, 5.38564], [-0.09390, 7.90077, 5.46172], [-1.70106, 7.83452, 3.55606], [4.11096, -5.10924, -3.17467], [3.85944, -6.34062, -2.71519], [4.69731, -7.02734, -1.85128], [5.86636, -6.40725, -1.44057], [6.15096, -5.13232, -1.90417], [5.24538, -4.53071, -2.76252], [2.93497, -6.78630, -3.06709], [4.44143, -8.02155, -1.50980], [6.54846, -6.91170, -0.76666], [7.05460, -4.61705, -1.60600], [5.42307, -3.53186, -3.14964], [-2.75062, -3.99385, -9.18809], [-1.64688, -4.74584, -9.12793], [-0.75898, -4.72963, -8.06304], [-1.02729, -3.88304, -7.00030], [-2.16482, -3.09265, -7.04129], [-2.98963, -3.18649, -8.15117], [-1.47831, -5.38952, -9.98452], [0.11863, -5.36262, -8.06701], [-0.35682, -3.83952, -6.14891], [-2.40676, -2.41866, -6.22971], [-3.89312, -2.59027, -8.22704], [-2.65079, -0.86792, 4.40565], [-2.30945, -1.51862, 3.28667], [-2.47918, -2.88170, 3.10514], [-3.03103, -3.61801, 4.14264], [-3.39072, -2.96759, 5.31145], [-3.18245, -1.59850, 5.39109], [-1.87836, -0.90109, 2.50263], [-2.18671, -3.35528, 2.17599], [-3.17906, -4.68678, 4.04077], [-3.82344, -3.50916, 6.14270], [-3.45135, -1.04509, 6.28478], [-2.06564, -3.98728, 8.87110], [-1.39051, -3.18636, 8.04051], [-0.74867, -2.02476, 8.43997], [-0.81186, -1.66858, 9.77780], [-1.50729, -2.48190, 10.65837], [-2.11149, -3.62432, 10.15714], [-1.37232, -3.50564, 7.00462], [-0.21424, -1.41533, 7.72256], [-0.32436, -0.76720, 10.13045], [-1.57894, -2.23617, 11.70973], [-2.66398, -4.29400, 10.80774]],
  "mulliken_charge": [0.244, -0.916, -0.729, -0.152, -0.051, 0.075, 0.820, -0.961, 0.059, -0.604, -0.970, 0.085, 0.809, -1.308, -0.014, 0.346, -0.291, -1.117, -0.288, -0.335, 0.530, -1.108, -0.470, 0.222, -0.854, -0.644, -0.092, -0.910, -0.239, 0.481, 0.469, 0.352, 0.275, 0.223, 0.514, 0.430, 0.291, -0.104, 0.296, 0.299, 0.296, 0.399, 0.352, 0.396, 0.521, 0.533, 0.180, 0.357, 0.055, -0.137, 0.360, 0.445, 0.383, 0.023, 0.407, -0.308, 0.415, 0.301, 0.315, 0.363, 0.151, 0.316, 0.434, -0.373, 0.129, -0.532, -0.346, -0.392, -0.299, 0.380, 0.352, 0.387, 0.381, 0.386, -0.410, -0.179, -0.541, -0.095, -0.578, -0.175, 0.370, 0.362, 0.374, 0.362, 0.432, -0.534, -0.248, -0.511, 0.305, -0.105, -0.418, 0.356, 0.368, 0.304, 0.016, 0.353, -0.527, 0.228, -0.178, -0.409, -0.514, -0.346, -0.026, 0.380, 0.395, 0.451, 0.443, -0.555, -0.353, -0.393, -0.242, -0.351, -0.189, 0.619, 0.371, 0.370, 0.355, 0.374],
  "charge": 1,
  "homo_lumo_gap_ha": 0.2940,
  "e_homo_ha": -0.403,
  "max_force_ha_per_bohr": 0.06750,
  "lumo_energy_ha": -0.1088
}

=====

(4)
{
  "formula": "C3H6NO2",
  "method": "ωB97M-V with the def2-TZVPD basis set",
  "species": ["C", "C", "C", "N", "O", "O", "H", "H", "H", "H", "H", "H"],
  "xyz": [[-0.64526, 1.36088, -0.04436], [0.07476, 0.03715, 0.07558], [-0.59307, -1.29625, 0.00175], [1.47215, 0.02251, -0.01468], [2.19044, -1.07485, -0.06854], [2.07839, 1.14599, 0.04333], [-1.70934, 0.96607, -0.41881], [-0.79675, 1.82849, 1.01507], [-0.01886, 1.94082, -0.67148], [-1.08454, -1.59988, 0.86581], [0.27968, -2.05057, 0.02714], [-1.24759, -1.28035, -0.81081]],
  "mulliken_charge": [-0.852, 0.274, -1.083, 0.707, -0.789, -0.771, 0.189, 0.128, 0.338, 0.254, 0.296, 0.308],
  "charge": -1,
  "homo_lumo_gap_ha": 0.2457,
  "e_homo_ha": -0.086,
  "max_force_ha_per_bohr": 0.07862,
  "smiles": "CC(C)=[N+]([O-])[O-]",
  "lumo_energy_ha": 0.1600
}

=====

(5)
{
  "formula": "C4H13ClO9P",
  "method": "ωB97M-V with the def2-TZVPD basis set",
  "species": ["Cl", "O", "O", "O", "O", "C", "O", "P", "O", "O", "C", "O", "C", "H", "H", "H", "H", "H", "H", "H", "H", "H", "C", "O", "H", "H", "H", "H"],
  "xyz": [[0.33932, 2.20014, 1.62538], [1.57017, 1.67998, 1.16123], [-0.06032, 3.38187, 0.99174], [-0.70790, 1.19305, 1.38628], [0.46551, 2.48108, 3.04068], [1.70712, -4.11049, -0.62573], [0.48870, -3.34210, -0.81770], [0.38031, -1.78393, -0.59468], [0.92698, -1.05392, -1.76986], [-1.26566, -1.63653, -0.37320], [-1.95158, -0.41886, -0.12923], [1.03474, -1.47170, 0.88573], [1.04985, -0.14511, 1.31726], [2.45808, -3.36163, -0.37401], [2.01333, -4.65736, -1.51750], [1.48077, -4.88010, 0.11222], [-1.49830, 0.33756, -0.76990], [-1.95332, -0.11330, 0.91706], [-2.98457, -0.37327, -0.47413], [2.06284, 0.25731, 1.31421], [0.55218, -0.14984, 2.28701], [0.54922, 0.59700, 0.69537], [-0.74685, 2.53756, -1.34036], [-1.97918, 3.10428, -1.60483], [-0.62892, 2.57908, -0.25755], [-0.72584, 1.55994, -1.82191], [0.08138, 3.16360, -1.67233], [-2.65809, 2.42568, -1.59125]],
  "mulliken_charge": [1.835, -0.571, -0.745, -0.701, -0.815, -0.580, -0.356, 1.024, -0.697, -0.386, 0.052, -0.282, -0.542, 0.313, 0.237, 0.212, -0.377, 0.304, 0.353, 0.267, 0.316, 0.041, -0.725, -0.574, 0.496, 0.272, 0.304, 0.327],
  "charge": -1,
  "homo_lumo_gap_ha": 0.3252,
  "e_homo_ha": -0.211,
  "max_force_ha_per_bohr": 0.16987,
  "lumo_energy_ha": 0.1141
}

=====

(6)
{
  "formula": "C22H18N2O8PtS2",
  "method": "ωB97M-V with the def2-TZVPD basis set",
  "species": ["Pt", "O", "C", "C", "C", "C", "C", "C", "C", "N", "C", "C", "N", "C", "C", "C", "C", "C", "C", "C", "O", "H", "H", "H", "H", "H", "H", "H", "H", "H", "H", "H", "H", "H", "H", "O", "S", "O", "O", "C", "C", "C", "C", "C", "C", "S", "O", "O", "O", "H", "H", "H", "H"],
  "xyz": [[-0.64840, -0.78168, -0.03029], [-1.72016, -2.67579, -0.50898], [-1.00837, -3.56263, 0.07236], [-0.46468, -4.64980, -0.66154], [0.26413, -5.63501, -0.04776], [0.49684, -5.59676, 1.32912], [-0.02405, -4.56793, 2.08335], [-0.77826, -3.54519, 1.49942], [-1.23972, -2.44364, 2.28455], [-1.72373, -1.37291, 1.75259], [-2.15277, -0.22562, 2.50749], [-2.80071, 0.77176, 1.53438], [-1.91404, 0.99832, 0.42180], [-2.30570, 1.67931, -0.64237], [-1.46027, 2.05037, -1.70639], [-2.05380, 2.43514, -2.95655], [-1.34185, 2.62506, -4.08425], [0.12622, 2.54628, -4.07564], [0.78985, 2.34087, -2.77943], [-0.05578, 2.09316, -1.60378], [0.59683, 1.41891, -0.54841], [-0.67791, -4.66698, -1.71872], [0.66679, -6.44411, -0.63890], [1.09097, -6.36620, 1.79778], [0.16673, -4.52403, 3.14640], [-1.14874, -2.53342, 3.36990], [-1.28127, 0.24243, 2.98170], [-2.86495, -0.52268, 3.28637], [-2.98207, 1.71933, 2.05730], [-3.76364, 0.37035, 1.19165], [-3.34363, 2.00480, -0.69750], [-3.13034, 2.51466, -2.98806], [-1.81863, 2.85140, -5.02367], [0.64897, 3.09326, -4.85541], [1.77928, 2.75080, -2.58989], [3.28012, -1.08323, 1.51834], [2.12556, -0.47427, 0.93438], [0.89898, -0.63977, 1.72845], [1.87248, -0.92999, -0.47370], [2.35365, 1.29424, 0.97432], [3.21423, 1.85055, 1.89683], [3.16489, 3.21340, 2.14131], [2.23634, 4.00094, 1.47600], [1.38441, 3.45134, 0.53401], [1.43854, 2.08309, 0.28369], [1.18016, -0.36460, -2.25551], [0.78628, 1.31083, -3.76628], [1.88615, -1.30445, -3.07260], [-0.25393, -0.74392, -2.10668], [3.89642, 1.19499, 2.41635], [3.82366, 3.65145, 2.87224], [2.14993, 5.05063, 1.71211], [0.63899, 4.04691, 0.02811]],
  "mulliken_charge": [1.442, -0.898, 0.689, -0.712, -0.384, -0.656, -0.651, 0.685, -0.131, -0.278, -0.840, -0.807, 0.100, -1.226, 0.911, -0.851, -0.835, -0.416, 0.383, -0.190, 0.721, 0.457, 0.385, 0.392, 0.359, 0.382, 0.246, 0.534, 0.426, 0.423, 0.331, 0.415, 0.426, 0.490, 0.533, -0.731, 1.402, -0.592, -0.588, 0.054, -0.749, -0.664, -0.830, -0.605, 0.307, 1.194, -0.467, -0.654, -0.777, 0.552, 0.417, 0.401, 0.475],
  "homo_lumo_gap_ha": [0.2172, 0.2136],
  "e_homo_ha": [-0.268, -0.267],
  "max_force_ha_per_bohr": 0.13266,
  "lumo_energy_ha": [-0.0510, -0.0530]
}